w | # C5H12NS

A cluster of 2 separate species, C5H12NS in total (wB97M-V/def2-TZVPD, the OMol25 dataset).

Structure (XYZ):
```
19
Properties=species:S:1:pos:R:3:mulliken_charge:R:1
S 0.606 0.831 -2.463 -0.3589
N 1.942 -0.705 0.837 -0.2275
C -1.619 0.055 0.224 -1.3751
C 0.563 1.234 1.495 -1.0039
C -0.333 -0.708 0.210 0.6018
C -0.322 -1.988 -0.161 -1.0543
C 0.806 -0.095 0.813 0.9438
H 1.291 1.199 2.370 0.4383
H -2.477 -0.467 -0.161 0.4272
H -1.896 0.542 1.188 0.3061
H -1.416 0.858 -0.489 0.3364
H 2.029 -1.567 0.364 0.1669
H 0.756 2.119 0.847 0.2362
H 2.632 -0.430 1.422 0.2254
H -1.248 -2.134 -0.678 0.2544
H 0.274 2.017 -3.010 0.2167
H -0.387 1.162 1.889 0.2962
H 0.371 -2.737 -0.235 0.3949
H 1.917 1.178 -2.155 0.1756
```

Its HOMO energy is -13.3059 eV. Its charge is +1.

x | # C5H12NS

A cluster of 2 separate species, C5H12NS in total (wB97M-V/def2-TZVPD, the OMol25 dataset).

Structure (XYZ):
```
19
Properties=species:S:1:pos:R:3:mulliken_charge:R:1
S -1.740 0.739 -1.576 -0.1678
N -1.030 -0.895 0.542 -0.2536
C -0.569 -0.363 -0.779 -0.4547
C -1.780 -2.233 0.552 -0.7142
C 1.376 0.859 0.118 0.5262
C 1.353 2.201 -0.457 -1.1209
C 2.005 0.264 1.082 -0.7334
H -0.199 -0.819 1.118 0.3190
H 2.602 0.996 1.630 0.2377
H -1.607 -0.072 1.039 0.4492
H 1.709 2.178 -1.497 0.3075
H 0.523 2.773 -0.183 0.3236
H 2.038 -0.781 1.242 0.3997
H -0.129 -1.128 -1.539 0.3086
H -1.217 0.828 -2.877 0.2073
H -2.625 -2.028 -0.159 0.2894
H -2.055 -2.301 1.586 0.3746
H 2.271 2.766 -0.096 0.3890
H -0.926 -2.986 0.254 0.3130
```

Its HOMO energy (alpha / beta) is -11.9982 / -11.9976 eV. Its charge is +1.

y | # C5H12NS

The ion C5H12NS with charge +1 (wB97M-V/def2-TZVPD, the OMol25 dataset).

Structure (XYZ):
```
19
Properties=species:S:1:pos:R:3:mulliken_charge:R:1
S 1.159 -1.854 -0.417 -0.0579
N -0.709 -0.918 1.409 -0.0650
C 0.039 -0.535 0.266 0.3800
C 0.838 0.906 0.575 -0.8261
C 1.473 1.546 -0.659 -1.1435
C -2.239 -0.640 -0.839 -1.0821
C -0.956 -0.322 -0.873 -0.1541
H -0.468 0.260 -1.680 0.2788
H -1.445 -1.526 1.101 0.2858
H 0.704 1.703 -1.526 0.2572
H 0.159 1.515 1.082 0.4842
H -1.022 -0.057 1.872 0.3430
H 2.050 2.381 -0.378 0.4065
H 2.140 -0.974 -0.412 0.1771
H 1.611 0.616 1.234 0.4502
H -2.671 -1.084 0.038 0.1482
H -2.930 -0.516 -1.676 0.2922
H 0.029 -1.467 1.945 0.4311
H 2.239 0.966 -1.063 0.3947
```

Its HOMO energy is -13.7044 eV. Its charge is +1.

Ranked by calculated energy, most stable first: w, y, x.

w | # C4H9NO

A cluster of 2 separate species, C4H9NO in total (wB97M-V/def2-TZVPD, the OMol25 dataset).

Structure (XYZ):
```
15
Properties=species:S:1:pos:R:3:mulliken_spin:R:1
O -0.083 -2.463 1.331 0.2511
N 0.219 1.759 -2.107 -0.0051
C -1.153 -1.374 3.219 -0.0584
C 0.489 0.607 -1.689 0.0671
C -1.009 -2.499 2.233 0.6404
C 1.185 2.406 -2.971 -0.0002
H 1.738 3.113 -2.362 -0.0004
H -1.513 -0.453 2.650 0.0760
H -1.697 -3.361 2.347 0.0048
H 1.902 1.719 -3.430 -0.0010
H -1.848 -1.547 4.039 0.0151
H -0.078 0.042 -0.959 -0.0409
H 1.374 0.064 -2.074 0.0049
H 0.644 2.959 -3.735 -0.0005
H -0.167 -0.971 3.507 0.0470
```

As for the expectation value of S²: 0.754. Its HOMO energy (alpha / beta) is 0.6811 / -2.8452 eV. As for the spin multiplicity: 2. Its charge is -1.

x | # C4H9NO

The ion C4H9NO with charge -1 (wB97M-V/def2-TZVPD, the OMol25 dataset).

Structure (XYZ):
```
15
Properties=species:S:1:pos:R:3:mulliken_spin:R:1
O 1.093 -2.110 1.719 0.0571
N 0.737 0.080 1.135 -0.0268
C -1.788 0.441 -0.513 0.0752
C 1.615 -1.067 1.258 0.7139
C -0.412 0.062 -0.936 -0.0254
C 0.717 0.702 -0.178 0.3953
H -1.862 1.566 -0.357 -0.0004
H 0.734 1.776 -0.187 0.0489
H -1.919 0.100 0.479 0.0083
H -0.255 -0.987 -0.892 0.0434
H -0.121 0.294 -1.965 0.0054
H -0.068 -0.401 1.484 0.0302
H -2.640 0.259 -1.212 -0.0283
H 2.595 -0.982 0.710 0.0660
H 1.574 0.267 -0.546 -0.3628
```

As for the expectation value of S²: 0.754. Its HOMO energy (alpha / beta) is 1.2093 / -3.3589 eV. As for the spin multiplicity: 2. Its charge is -1.

Ranked by calculated energy, most stable first: x, w.

w | # C18H24O18

A cluster of 6 separate species, C18H24O18 in total (wB97M-V/def2-TZVPD, the OMol25 dataset).

Structure (XYZ):
```
60
Properties=species:S:1:pos:R:3:mulliken_charge:R:1
O 0.409 -4.589 -2.343 -0.2776
O 1.987 4.938 2.814 -0.5357
O -2.559 2.866 2.540 -0.3357
O 3.359 -0.979 0.901 -0.3520
O -3.562 1.501 -3.448 -0.4144
O 2.658 3.497 1.280 -0.3694
O 0.858 -6.747 -2.436 -0.3647
O 1.379 -1.996 0.969 -0.3339
O 2.866 3.014 3.472 -0.3738
O 0.016 1.236 -0.290 -0.6973
O -3.555 0.416 -5.409 -0.5190
O -2.408 3.374 0.422 -0.3422
O -1.379 -0.310 0.357 -0.2518
O 2.387 -5.355 -1.662 -0.5211
O 1.894 -0.483 2.534 -0.4678
O -1.650 0.849 -4.332 -0.3834
O -0.553 1.122 1.913 -0.2406
O -3.847 1.836 1.115 -0.5705
C -2.065 -0.724 1.511 -0.5033
C 3.239 2.164 1.317 0.7348
C -1.862 4.088 2.564 -0.2484
C 2.162 -1.108 1.561 0.6472
C -0.604 0.774 0.613 0.6627
C -1.288 1.518 -3.113 0.0085
C -1.410 4.172 1.078 -0.1284
C -3.034 2.664 1.329 0.7834
C -0.727 -5.185 -2.940 -0.3292
C 1.923 -2.148 -0.396 0.5611
C -2.632 1.425 -2.329 0.2982
C -2.993 0.867 -4.486 0.5952
C 3.667 2.033 2.744 -0.2488
C 2.406 3.889 2.538 0.6569
C -1.284 0.059 2.663 -0.5651
C -0.570 -6.669 -2.645 -0.3277
C 1.320 -5.516 -2.121 0.6744
C 3.410 -2.015 -0.104 -0.3944
H 4.781 2.270 2.967 0.2096
H -2.703 0.481 -1.788 0.0950
H 1.656 -3.157 -0.741 -0.2275
H -1.999 -1.757 1.783 0.3797
H 1.533 -1.346 -1.058 0.0514
H 3.932 -2.836 0.379 0.2687
H -1.021 2.528 -3.348 0.2176
H -1.651 -4.891 -2.495 0.3155
H 4.108 2.164 0.647 0.3127
H -0.699 -5.111 -3.964 0.3241
H -2.876 2.318 -1.731 0.0121
H -0.424 -0.533 3.009 0.3520
H 2.492 1.485 1.093 -0.5326
H 4.068 -1.693 -0.950 0.3233
H -1.466 5.126 0.609 0.4766
H -0.757 -7.355 -3.458 0.2654
H -0.489 1.066 -2.562 0.0866
H -0.403 3.745 0.818 -0.0557
H -3.104 -0.441 1.497 0.3453
H -1.021 -7.080 -1.739 0.2350
H -2.516 4.879 2.975 0.2801
H 3.482 1.064 3.277 0.1786
H -1.922 0.600 3.349 0.3501
H -0.962 3.997 3.249 0.2102
```

Its HOMO energy is -10.5808 eV.

x | # C18H24O18

A cluster of 6 separate species, C18H24O18 in total (wB97M-V/def2-TZVPD, the OMol25 dataset).

Structure (XYZ):
```
60
Properties=species:S:1:pos:R:3:mulliken_charge:R:1
O 9.714 7.250 11.184 -0.2726
O 13.552 10.819 20.059 -0.5691
O 12.056 6.962 14.175 -0.0609
O 16.270 11.461 12.489 -0.3247
O 10.095 11.228 13.798 -0.4489
O 14.415 12.544 11.861 -0.3126
O 8.428 11.827 12.368 -0.5876
O 7.516 10.663 7.985 -0.4556
O 5.697 9.993 9.001 -0.3589
O 8.639 8.477 12.723 -0.5990
O 10.014 10.379 11.719 -0.3770
O 12.674 10.169 18.035 -0.4298
O 14.862 10.402 18.259 -0.3973
O 7.726 8.205 10.623 -0.2919
O 6.349 8.819 7.228 -0.5429
O 14.258 11.155 13.677 -0.4161
O 13.960 8.266 14.353 -0.4095
O 13.771 6.241 15.473 -0.3683
C 9.444 11.226 12.628 0.7090
C 12.703 5.315 15.760 -0.3525
C 6.181 11.172 9.764 -0.3508
C 13.657 10.474 18.897 0.5867
C 14.942 11.687 12.795 0.5666
C 9.546 6.934 9.788 -0.4818
C 13.240 9.928 16.711 0.8351
C 6.462 9.723 7.986 0.6597
C 14.712 9.764 16.926 -0.0412
C 7.642 11.272 9.296 0.3161
C 16.638 12.298 11.447 -0.3231
C 11.237 9.882 12.280 -0.0962
C 8.660 7.949 11.601 0.6461
C 11.565 5.720 14.739 -0.4301
C 11.137 10.184 13.769 0.9243
C 8.185 7.495 9.425 -0.2055
C 15.323 12.880 10.853 -0.3045
C 13.312 7.282 14.661 0.4657
H 10.668 5.947 15.296 0.2649
H 7.428 6.787 9.197 0.3983
H 14.971 8.713 17.020 0.2288
H 12.384 5.351 16.778 0.3036
H 10.284 7.534 9.286 0.2941
H 15.363 10.264 16.231 0.2169
H 17.067 11.664 10.641 0.2602
H 8.392 10.679 9.852 -0.1721
H 11.973 10.648 14.287 -0.4871
H 12.927 10.748 16.078 -0.0861
H 5.963 10.871 10.813 0.2516
H 8.043 12.315 9.276 0.3939
H 12.051 10.381 11.731 0.1637
H 17.264 13.050 11.908 0.3123
H 8.255 8.208 8.617 0.1385
H 15.315 13.988 10.762 0.2374
H 10.748 9.391 14.393 0.0167
H 11.247 8.813 12.087 0.1836
H 13.036 4.325 15.403 0.2746
H 5.612 12.022 9.395 0.3164
H 12.725 9.032 16.262 -0.3318
H 15.129 12.458 9.883 0.2688
H 11.388 5.021 13.931 0.3307
H 9.766 5.920 9.514 0.3215
```

Its HOMO energy is -10.5241 eV.

Ranked by calculated energy, most stable first: w, x.

w | # C3H6O

A cluster of 2 separate species, C3H6O in total (wB97M-V/def2-TZVPD, the OMol25 dataset).

Structure (XYZ):
```
10
Properties=species:S:1:pos:R:3:mulliken_charge:R:1
O 3.668 -0.574 -0.233 -0.4016
C -1.274 0.087 -0.235 -0.3233
C 2.816 0.218 0.121 0.0603
C -2.476 -0.399 0.040 -0.4519
H -1.224 1.088 -0.672 0.2112
H 1.806 0.301 -0.341 0.1144
H -0.312 -0.409 -0.047 0.1076
H -3.385 0.184 -0.155 0.2295
H -2.636 -1.369 0.542 0.2224
H 3.017 0.873 0.981 0.2314
```

Its HOMO energy is -10.3388 eV.

x | # C3H6O

The molecule C3H6O (wB97M-V/def2-TZVPD, the OMol25 dataset).

Structure (XYZ):
```
10
Properties=species:S:1:pos:R:3:mulliken_charge:R:1
O 0.310 0.098 -1.603 -0.5420
C 0.825 -0.455 -0.371 -0.2244
C -1.375 0.519 0.686 -0.6535
C -0.199 -0.104 0.750 -0.1811
H -1.834 0.526 1.683 0.2424
H 1.809 -0.010 0.075 0.2235
H 0.176 -0.388 1.686 0.3000
H -1.999 0.864 -0.221 0.2527
H 1.174 0.479 -2.219 0.3248
H 1.113 -1.529 -0.467 0.2575
```

Its HOMO energy is -9.6270 eV.

y | # C3H6O

The molecule C3H6O (wB97M-V/def2-TZVPD, the OMol25 dataset).

Structure (XYZ):
```
10
Properties=species:S:1:pos:R:3:mulliken_charge:R:1
O -1.397 -0.819 -0.153 -0.5257
C 0.652 0.422 -0.108 -0.1646
C -0.876 0.476 -0.036 -0.2738
C 1.472 -0.645 -0.089 -0.6545
H 1.100 1.457 -0.027 0.2444
H -2.345 -0.774 0.380 0.3247
H 1.096 -1.675 0.077 0.2431
H 2.566 -0.524 0.087 0.2492
H -1.118 1.032 0.822 0.3440
H -1.149 1.050 -0.952 0.2134
```

Its HOMO energy is -9.5104 eV.

z | # C3H6O

The molecule C3H6O (wB97M-V/def2-TZVPD, the OMol25 dataset).

Structure (XYZ):
```
10
Properties=species:S:1:pos:R:3:mulliken_charge:R:1
O -0.320 0.504 0.099 -0.1075
C 1.702 -0.285 -0.378 -0.6778
C 0.482 -0.461 0.479 -0.2674
C -1.703 0.322 0.388 -0.5161
H 1.611 -1.127 -1.083 0.2649
H -1.840 -0.192 1.342 0.2970
H 1.690 0.650 -0.953 0.2449
H 2.637 -0.427 0.167 0.2764
H -2.166 1.310 0.367 0.2183
H -2.094 -0.293 -0.427 0.2674
```

Its HOMO energy is -8.4773 eV.

Ranked by calculated energy, most stable first: y, w, x, z.

w | # C3H6O

The molecule C3H6O (wB97M-V/def2-TZVPD, the OMol25 dataset).

Structure (XYZ):
```
10
Properties=species:S:1:pos:R:3:mulliken_charge:R:1
O -0.718 1.123 -1.118 -0.5114
C 0.360 0.574 -0.373 -0.2936
C 0.556 -1.405 1.141 -0.6743
C -0.207 -0.423 0.641 -0.1545
H 1.044 0.019 -1.003 0.3322
H -0.490 1.142 -2.055 0.2982
H 1.629 -1.382 1.022 0.2654
H 0.820 1.391 0.160 0.2172
H 0.007 -2.115 1.750 0.2589
H -1.264 -0.643 0.517 0.2618
```

Its HOMO energy is -9.7003 eV.

x | # C3H6O

The molecule C3H6O (wB97M-V/def2-TZVPD, the OMol25 dataset).

Structure (XYZ):
```
10
Properties=species:S:1:pos:R:3:mulliken_charge:R:1
O 1.668 -0.524 0.192 -0.5187
C -0.319 1.008 -0.001 -0.5505
C -0.852 -0.337 0.457 -0.5600
C 0.407 -0.246 -0.347 0.1180
H -0.774 -0.546 1.520 0.2394
H -0.810 1.525 -0.820 0.2143
H 0.302 -0.540 -1.391 0.2772
H -1.724 -0.768 -0.029 0.2269
H 2.022 -1.241 -0.346 0.3178
H 0.080 1.668 0.764 0.2354
```

Its HOMO energy is -9.5193 eV.

Ranked by calculated energy, most stable first: x, w.